DFT (the ωB97M-V functional and the def2-TZVPD basis) results for the molecule C6H8S at a distorted geometry.

LUMO energy = 1.02 eV
structure (SMILES) = C1=C[C@H]2C[C@@H]2CS1
energy above the lowest of the compared OMol25 structures with the same formula, charge and spin = 54.3 kcal/mol
gap between HOMO and LUMO = 9.269 eV

Atoms and positions in Å:
H1 1.9413 -1.0061 -1.4540
S1 -0.5776 0.6262 2.0604
H2 -2.7199 0.7377 0.7824
C1 0.7132 0.4391 -0.2258
C2 0.9914 -0.3903 -1.4721
H3 1.5633 1.5101 1.4393
H4 0.2031 -1.7396 -0.0237
C3 1.0446 0.5473 1.1850
H5 1.6042 -0.2819 1.6160
C4 -0.1013 -0.8036 -0.5082
C5 -1.5233 -0.4969 -0.3078
C6 -1.7757 0.2111 0.7830
H6 -2.3150 -0.8799 -0.9292
H7 0.1865 1.3591 -0.5183
H8 0.7652 0.1674 -2.4272